1.
ORCA calculation (ωB97M-V/def2-TZVPD) on an isolated molecule of C5H5BrN2O4S in a non-equilibrium geometry.

```
18
Properties=species:S:1:pos:R:3:forces:R:3
C 1.201299 0.151261 1.514811 2.1071 -2.5748 -3.9120
C 0.129267 -0.010419 0.473214 0.2698 -0.3554 1.8599
C 0.070039 -0.881197 -0.506016 -1.7611 -0.4631 -1.2223
N 0.924051 -2.049567 -0.699783 1.5604 -0.1420 -0.6197
O 2.040765 -2.086589 -0.222265 0.0670 0.9697 0.9826
O 0.540571 -2.947542 -1.410780 -1.3564 -0.1113 -0.4104
C -1.100550 -0.729390 -1.466105 1.5190 -0.0246 -0.3795
S -2.291703 0.363794 -0.725533 -0.6300 -0.7586 1.2998
C -1.108335 0.861374 0.530728 0.2840 1.4416 -1.2223
Br -1.798949 1.277625 2.301793 0.2082 -0.3227 -0.8415
N -0.521664 2.220666 -0.122389 2.0129 1.3004 -0.4399
O -0.232394 3.160987 0.586080 -0.7161 -0.6507 -0.0396
O -0.192138 2.150288 -1.310442 -0.9094 -0.3052 1.4539
H 1.449579 -0.787096 1.987212 -0.2086 -0.4952 0.1147
H 0.899898 0.785690 2.216771 -0.7874 2.9905 2.8076
H 2.176257 0.389612 0.979710 -1.2205 0.2626 0.8155
H -0.773692 -0.171293 -2.341798 0.3888 -0.2404 -0.2130
H -1.412302 -1.698206 -1.785208 -0.8277 -0.5207 -0.0339
```
Positions in Å, forces in eV/Å.

Computed properties:
- LUMO level: -1.25 eV
- Frontier orbital gap: 8.6 eV
- Relative energy (zero: lowest compared OMol25 entry of this formula, charge and spin): 6.302 eV
- Maximum force: 0.100 hartree/bohr
- SMILES: CC1=C([N+](=O)[O-])CS[C@]1(Br)[N+](=O)[O-]

2.
ORCA calculation (ωB97M-V/def2-TZVPD) on a cluster of 2 separate species, C8H11N2O2 in total in a non-equilibrium geometry.

```
23
Properties=species:S:1:pos:R:3:forces:R:3
C -2.891074 -0.257823 0.367375 -0.2012 -0.5729 0.3600
C -0.267799 -0.918186 0.784920 0.2994 3.2032 -1.3180
C -3.400891 0.931217 -0.005685 -0.2664 0.1066 -0.0825
C -1.480371 -0.109194 0.418194 0.1258 2.2068 -0.9986
C -1.269093 1.225353 -0.053340 2.4504 -3.5805 1.6248
C 0.018515 1.650391 -0.527294 -0.3254 1.8731 -1.7051
C 0.899894 -0.009208 1.034668 -0.6875 3.8025 0.9544
C 0.616189 -1.946308 -1.393924 1.3261 4.0515 3.4391
N -0.015616 -1.880209 -0.281010 -1.0839 -2.2351 -1.4758
N 1.037987 1.048183 -0.033812 -1.4566 -2.3388 2.0238
O -2.395708 1.826070 -0.260173 -2.4383 0.9139 -0.5704
O 3.790309 1.433951 -0.552999 -0.0567 0.3991 0.5295
H -3.581293 -1.056003 0.573789 0.3235 -0.4528 0.2173
H -0.416394 -1.422013 1.648953 -0.6215 -2.1107 2.5627
H -4.477013 1.142602 -0.081963 0.9933 0.6842 -0.1752
H 1.008696 0.624682 2.021181 -0.9902 -1.9656 -1.4528
H 1.775807 -0.500945 0.898538 2.6901 -2.0182 0.2477
H 1.370379 -1.191177 -1.589343 -0.0430 0.0096 -0.1726
H 0.412247 -2.646764 -2.076872 -0.7878 -2.8756 -2.2708
H -0.694007 -2.635704 -0.192261 -0.0961 -0.0315 0.0254
H 4.687766 1.490137 -0.167011 -0.7833 0.1356 -0.2464
H 1.996913 0.992619 -0.291338 0.5656 1.0440 -1.2439
H 3.274562 2.208320 -0.240599 1.0636 -0.2482 -0.2727
```
Positions in Å, forces in eV/Å.

Computed properties:
- Total charge: +1
- LUMO level (spin up / spin down): -5.13 / -5.13 eV
- Frontier orbital gap (spin up / spin down): 6.1 / 6.1 eV
- Relative energy (zero: lowest compared OMol25 entry of this formula, charge and spin): 5.471 eV
- Maximum force: 0.107 hartree/bohr

3.
ORCA calculation (ωB97M-V/def2-TZVPD) on a structure of composition C17H9F14InN3O2S in a non-equilibrium geometry.

```
47
Properties=species:S:1:pos:R:3:forces:R:3
C -4.129765 3.140932 5.112019 4.1852 -8.2093 0.9885
C -3.406670 1.915854 5.166498 -4.2788 6.5007 0.3588
C -2.736058 0.452993 5.502594 -1.1014 -0.1446 -1.0685
C -2.124498 -0.248446 4.112676 0.3548 0.2644 -0.0576
C -0.516520 -0.493815 4.081818 -0.5533 -1.7463 -4.0200
N 0.160960 -1.146363 2.911030 -5.7367 1.6050 1.9461
C -0.789712 -1.547881 1.819102 -0.2035 -0.4201 -1.1062
C -0.120912 -2.314744 0.497442 -0.6823 1.3217 1.7788
C 1.501507 -2.547728 0.471721 -0.0787 -0.5662 -0.2942
C 2.254484 -2.068594 -0.902613 1.1165 -0.0594 -0.1635
C 2.667048 -0.447379 -0.905157 -0.6816 -2.2798 2.7264
F 3.746269 -0.341103 0.147094 -3.5602 0.2356 -3.6335
F 1.464880 0.268238 -0.421848 3.5478 -1.3652 -1.6591
C 3.229041 0.031494 -2.367801 4.1793 0.8022 0.9955
F 4.689373 -0.357083 -2.391706 -5.3037 0.8335 -0.0018
F 2.611105 -0.685184 -3.510328 1.8842 2.7106 3.9140
C 3.245561 1.693154 -2.565980 3.2581 -0.2711 0.5001
F 4.492549 1.950306 -3.380633 -4.7916 -0.5197 2.6710
F 3.480673 2.246867 -1.217442 -1.1665 -1.7915 -4.6169
C 1.905734 2.197261 -3.338427 -1.1021 -2.5999 -2.8426
F 2.126709 1.902528 -4.804752 -0.4766 0.0121 5.1382
F 0.655058 1.444450 -2.987312 4.6874 1.5663 -0.5575
S 1.495600 4.009305 -3.229902 -2.8934 5.7810 -1.7418
F 3.114481 4.517265 -3.027402 -3.5217 -1.8370 -0.1411
F 1.654706 4.126604 -4.955143 -0.1754 0.2228 4.0050
F -0.177074 3.571835 -3.497368 3.4698 1.2584 0.4867
F 1.147286 3.980553 -1.555646 1.4110 -0.5078 -3.3802
F 1.038795 5.668977 -3.234634 1.0269 -3.9270 0.1504
C -1.087329 -2.822930 -0.753527 -3.7563 0.5586 0.1577
F -0.615351 -3.550869 -1.955798 -1.4249 3.0044 4.9622
C -2.730021 -2.513001 -0.700514 2.9883 0.6906 2.3426
C -3.313306 -1.728542 0.615135 0.1482 -0.3018 -1.7424
O -4.773956 -1.446284 0.630121 7.7468 2.5290 0.0384
N -5.355727 -2.651197 0.788421 -5.5448 -4.5898 -4.2627
O -6.074319 -2.860463 -0.175384 2.4202 0.4453 4.1670
C -2.384119 -1.237714 1.916171 -0.3187 0.4925 0.8928
N -3.127891 -0.576061 3.042767 6.9257 -1.8164 -1.7024
H -4.851457 4.076840 5.279890 2.0031 -2.3226 -0.6161
H -1.958491 0.464772 6.379054 -1.3557 0.3539 -1.9241
H -3.605538 -0.286352 5.850127 1.6310 1.7239 -0.7836
H 0.145626 -0.163822 4.999742 -1.4125 -0.7664 -2.1490
H 2.088381 -2.083586 1.371146 -1.7027 -0.7000 -1.5042
H 1.667434 -3.727346 0.549369 -0.5246 2.3715 -0.2412
H 1.663600 -2.392445 -1.858690 1.0169 0.8404 1.8432
H 3.301141 -2.640712 -0.925939 -2.2915 1.2527 0.0466
H -3.423003 -2.841620 -1.608101 1.5592 0.7842 2.2151
In 1.753715 -1.938962 -4.971892 -0.9211 -1.4195 -2.1149
```
Positions in Å, forces in eV/Å.

Computed properties:
- Total charge: +3
- LUMO level: -14.57 eV
- Frontier orbital gap: 2.9 eV
- Maximum force: 0.180 hartree/bohr

- Look up the maximum force of the third one.
  0.180 hartree/bohr

- The lowest maximum force belongs to which entry?
  C5H5BrN2O4S

- maximum force of number 2 (C8H11N2O2)?
  0.107 hartree/bohr

Repeat the first record exactly.
ORCA calculation (ωB97M-V/def2-TZVPD) on an isolated molecule of C5H5BrN2O4S in a non-equilibrium geometry.

```
18
Properties=species:S:1:pos:R:3:forces:R:3
C 1.201299 0.151261 1.514811 2.1071 -2.5748 -3.9120
C 0.129267 -0.010419 0.473214 0.2698 -0.3554 1.8599
C 0.070039 -0.881197 -0.506016 -1.7611 -0.4631 -1.2223
N 0.924051 -2.049567 -0.699783 1.5604 -0.1420 -0.6197
O 2.040765 -2.086589 -0.222265 0.0670 0.9697 0.9826
O 0.540571 -2.947542 -1.410780 -1.3564 -0.1113 -0.4104
C -1.100550 -0.729390 -1.466105 1.5190 -0.0246 -0.3795
S -2.291703 0.363794 -0.725533 -0.6300 -0.7586 1.2998
C -1.108335 0.861374 0.530728 0.2840 1.4416 -1.2223
Br -1.798949 1.277625 2.301793 0.2082 -0.3227 -0.8415
N -0.521664 2.220666 -0.122389 2.0129 1.3004 -0.4399
O -0.232394 3.160987 0.586080 -0.7161 -0.6507 -0.0396
O -0.192138 2.150288 -1.310442 -0.9094 -0.3052 1.4539
H 1.449579 -0.787096 1.987212 -0.2086 -0.4952 0.1147
H 0.899898 0.785690 2.216771 -0.7874 2.9905 2.8076
H 2.176257 0.389612 0.979710 -1.2205 0.2626 0.8155
H -0.773692 -0.171293 -2.341798 0.3888 -0.2404 -0.2130
H -1.412302 -1.698206 -1.785208 -0.8277 -0.5207 -0.0339
```
Positions in Å, forces in eV/Å.

Computed properties:
- LUMO level: -1.25 eV
- Frontier orbital gap: 8.6 eV
- Relative energy (zero: lowest compared OMol25 entry of this formula, charge and spin): 6.302 eV
- Maximum force: 0.100 hartree/bohr
- SMILES: CC1=C([N+](=O)[O-])CS[C@]1(Br)[N+](=O)[O-]